# 1
120
Properties=species:S:1:pos:R:3 method="wB97M-V/def2-TZVPD" spin_multiplicity=2 orbital_gap_ev="8.84 / 8.93"
C 3.53 -1.60 -1.19
C 3.85 0.02 -0.91
C 4.62 -0.01 0.58
C 2.39 0.70 -0.63
C 2.08 2.08 -1.45
S 1.05 3.16 -0.25
N 1.21 1.78 -2.65
C -0.12 1.83 -2.21
O -1.31 1.37 -1.75
C 3.42 2.96 -1.78
C 4.80 2.11 -1.99
C 5.93 2.71 -0.94
C 5.37 2.54 -3.50
N 4.68 0.62 -2.01
O 4.20 0.32 -3.25
H 4.51 -2.19 -0.96
H 2.72 -2.00 -0.41
H 3.07 -1.80 -2.25
H 4.38 0.96 1.21
H 5.79 -0.17 0.43
H 4.17 -0.92 1.19
H 2.30 0.96 0.53
H 1.51 -0.07 -0.87
H 1.50 2.97 1.07
H 3.57 3.75 -0.91
H 3.21 3.60 -2.77
H 6.21 3.83 -1.21
H 5.48 2.69 0.16
H 6.92 2.07 -1.03
H 5.87 3.61 -3.36
H 4.50 2.70 -4.28
H 6.23 1.84 -3.87
N -2.21 -2.07 1.77
C -3.49 -2.01 2.20
C -4.47 -1.25 1.59
C -4.12 -0.50 0.47
C -2.81 -0.54 0.01
C -1.90 -1.33 0.68
H -3.71 -2.61 3.08
H -5.49 -1.25 1.97
H -4.87 0.11 -0.04
H -2.51 0.04 -0.86
H -0.87 -1.39 0.36
N 4.27 2.86 3.04
C 3.40 2.36 3.94
C 3.57 2.46 5.32
C 4.69 3.13 5.79
C 5.61 3.66 4.88
C 5.35 3.50 3.53
H 2.54 1.85 3.52
H 2.84 2.04 6.00
H 4.86 3.23 6.86
H 6.49 4.18 5.22
H 6.03 3.90 2.78
N 1.66 -4.20 2.32
C 2.57 -4.30 3.31
C 2.48 -3.58 4.50
C 1.41 -2.72 4.67
C 0.46 -2.60 3.66
C 0.63 -3.36 2.51
H 3.39 -4.98 3.13
H 3.24 -3.70 5.27
H 1.31 -2.14 5.59
H -0.39 -1.93 3.77
H -0.09 -3.30 1.70
N -7.80 -1.05 2.22
C -8.24 -0.30 3.26
C -9.25 -0.70 4.12
C -9.86 -1.93 3.90
C -9.43 -2.72 2.83
C -8.41 -2.24 2.03
H -7.73 0.65 3.39
H -9.56 -0.06 4.94
H -10.66 -2.27 4.55
H -9.88 -3.68 2.64
H -8.04 -2.82 1.19
N 6.23 6.67 -3.02
C 7.39 7.08 -2.47
C 8.46 7.57 -3.21
C 8.34 7.63 -4.59
C 7.15 7.20 -5.19
C 6.14 6.73 -4.37
H 7.44 7.02 -1.39
H 9.37 7.90 -2.71
H 9.15 8.00 -5.20
H 7.02 7.23 -6.26
H 5.19 6.39 -4.79
N 3.70 6.10 -6.55
C 4.30 5.34 -7.49
C 3.69 4.26 -8.11
C 2.39 3.94 -7.75
C 1.74 4.71 -6.79
C 2.43 5.77 -6.23
H 5.32 5.62 -7.73
H 4.22 3.68 -8.86
H 1.88 3.11 -8.22
H 0.72 4.49 -6.49
H 1.97 6.41 -5.47
N -1.27 -5.46 -1.46
C -1.71 -4.72 -0.42
C -2.72 -5.11 0.44
C -3.33 -6.35 0.22
C -2.90 -7.14 -0.84
C -1.88 -6.66 -1.65
H -1.20 -3.77 -0.29
H -3.03 -4.48 1.26
H -4.13 -6.69 0.87
H -3.35 -8.10 -1.04
H -1.51 -7.24 -2.49
N -11.60 -5.66 3.60
C -11.00 -6.43 2.66
C -11.61 -7.50 2.04
C -12.91 -7.82 2.40
C -13.56 -7.05 3.36
C -12.87 -5.99 3.92
H -9.98 -6.14 2.42
H -11.08 -8.08 1.29
H -13.42 -8.66 1.93
H -14.58 -7.27 3.66
H -13.33 -5.36 4.68

***

# 2
118
Properties=species:S:1:pos:R:3 method="wB97M-V/def2-TZVPD" e_above_lowest_kj_mol=86.6 total_charge=+2 orbital_gap_ev=5.84
Mo 0.30 -0.68 0.46
C -3.52 -6.44 -2.99
C -2.20 -6.78 -2.28
C -1.35 -7.63 -3.22
C -2.49 -7.60 -1.02
C -1.53 -5.48 -1.90
C -2.15 -4.60 -1.00
C -1.54 -3.41 -0.67
Se -2.15 -2.25 0.79
C -3.13 -0.82 -0.09
C -4.51 -0.82 -0.17
C -5.19 0.26 -0.74
C -4.41 1.30 -1.25
C -3.02 1.35 -1.16
C -2.36 0.28 -0.52
O -1.05 0.26 -0.25
C -2.22 2.52 -1.72
C -1.55 3.24 -0.54
C -1.19 1.96 -2.71
C -3.09 3.53 -2.47
C -6.71 0.27 -0.82
C -7.30 0.09 0.59
C -7.15 -0.88 -1.73
C -7.26 1.58 -1.39
C -0.28 -3.08 -1.19
O 0.24 -1.94 -0.75
C 0.38 -3.96 -2.07
C -0.29 -5.13 -2.40
C 1.80 -3.68 -2.52
C 2.69 -3.84 -1.27
C 2.27 -4.67 -3.59
C 1.93 -2.27 -3.11
H -4.03 -7.35 -3.28
H -3.33 -5.84 -3.88
H -4.18 -5.88 -2.34
H -1.88 -8.56 -3.45
H -0.40 -7.90 -2.76
H -1.16 -7.13 -4.17
H -2.95 -8.54 -1.29
H -3.16 -7.07 -0.34
H -1.56 -7.81 -0.49
H -3.10 -4.85 -0.54
H -5.05 -1.68 0.22
H -4.90 2.12 -1.72
H -1.05 2.54 0.12
H -2.30 3.78 0.03
H -0.83 3.96 -0.90
H -0.63 1.11 -2.28
H -0.48 2.74 -2.99
H -1.69 1.61 -3.60
H -3.81 4.01 -1.81
H -3.63 3.06 -3.29
H -2.45 4.30 -2.89
H -7.05 -0.88 1.01
H -8.38 0.17 0.55
H -6.93 0.87 1.26
H -6.84 -1.84 -1.35
H -6.74 -0.75 -2.73
H -8.24 -0.87 -1.81
H -6.97 2.44 -0.79
H -8.35 1.54 -1.39
H -6.94 1.74 -2.42
H 0.19 -5.81 -3.08
H 2.79 -4.89 -1.01
H 2.26 -3.32 -0.41
H 3.68 -3.43 -1.46
H 2.28 -5.69 -3.22
H 3.29 -4.42 -3.89
H 1.64 -4.62 -4.47
H 1.78 -1.49 -2.35
H 1.21 -2.13 -3.91
H 2.92 -2.14 -3.54
C -4.60 -4.04 4.61
C -3.31 -3.32 4.45
C -3.29 -1.93 4.35
C -2.11 -1.25 4.08
C -0.94 -1.98 3.93
C -0.92 -3.36 4.11
C -2.11 -4.02 4.37
S 0.49 -1.28 3.15
O 0.61 -2.18 1.95
O 1.66 -1.12 3.94
N 0.13 0.07 2.27
C 0.60 1.35 2.56
C 0.60 2.00 3.78
C 1.15 3.28 3.88
C 1.71 3.92 2.80
C 1.74 3.29 1.54
C 2.32 3.85 0.39
C 2.32 3.13 -0.78
C 1.75 1.85 -0.80
N 1.17 1.31 0.26
C 1.17 2.00 1.43
H -5.43 -3.44 4.26
H -4.78 -4.29 5.66
H -4.59 -4.98 4.06
H -4.20 -1.36 4.48
H -2.09 -0.18 3.98
H 0.01 -3.89 4.04
H -2.11 -5.09 4.49
H 0.19 1.52 4.65
H 1.13 3.79 4.83
H 2.13 4.91 2.89
H 2.76 4.83 0.44
H 2.74 3.53 -1.68
H 1.78 1.25 -1.71
S 2.68 -1.01 0.60
C 3.81 0.35 0.48
C 4.10 1.09 1.62
C 5.04 2.10 1.54
C 5.71 2.35 0.35
C 5.42 1.60 -0.78
C 4.48 0.59 -0.72
H 3.60 0.86 2.55
H 5.28 2.68 2.42
H 6.47 3.11 0.30
H 5.95 1.78 -1.70
H 4.26 -0.03 -1.57